DFT (ωB97M-V with the def2-TZVPD basis set) results for C30H38N7S3Si2V as an isolated structure in a non-equilibrium geometry.

electronic energy = -116113.176 eV
F_max = 1.29 eV/A
expectation value of S² = 3.7901
HOMO energy (alpha / beta) = -2.72 / -3.98 eV

ORCA input file:
```
! wB97M-V def2-TZVPD RIJCOSX def2/J DEFGRID3
* xyz -1 4
V 0.35688 0.49292 -0.33634
C -3.79907 1.93906 -1.19305
Si -2.84714 0.35701 -0.92654
C -4.01695 -1.00998 -0.40566
C -2.20833 -0.18424 -2.60654
N -1.52804 0.57361 0.15269
C -1.67819 1.00472 1.48626
C -2.89465 1.24466 2.11707
C -2.96231 1.75202 3.41768
C -1.79536 2.04041 4.09619
C -0.56276 1.78066 3.49164
C -0.47299 1.21769 2.21895
N 0.72070 0.83571 1.58441
Si 2.25746 0.83778 2.34705
C 3.44733 -0.12193 1.27997
C 2.95472 2.55589 2.58487
C 2.26707 -0.06541 3.99372
H -4.63605 1.77875 -1.88074
H -3.13125 2.68767 -1.63023
H -4.19328 2.34942 -0.26036
H -4.74068 -1.20468 -1.20572
H -4.57512 -0.78950 0.50760
H -3.44433 -1.92776 -0.23292
H -2.91461 0.15157 -3.37228
H -2.13075 -1.27276 -2.66197
H -1.24087 0.25522 -2.86755
H -3.81643 1.04582 1.58387
H -3.92672 1.92794 3.87906
H -1.82855 2.46626 5.09236
H 0.34888 2.02892 4.02336
H 3.51930 0.29167 0.27062
H 3.13588 -1.16721 1.19294
H 4.45120 -0.09671 1.71895
H 2.90912 3.10120 1.63598
H 3.99916 2.52422 2.91421
H 2.38233 3.12643 3.32244
H 2.07478 -1.12953 3.82363
H 1.51480 0.29892 4.69627
H 3.25003 0.02731 4.46970
S 0.65185 2.95076 -0.67055
C 0.17834 2.71778 -2.26355
N -0.12024 2.52867 -3.37319
S -0.65921 -5.93428 -0.33002
C -0.25962 -4.21899 -0.31042
C -0.10983 -3.49891 0.89409
C 0.16097 -2.16367 0.87588
N 0.32917 -1.44378 -0.29680
C 0.20757 -2.16798 -1.46836
C -0.08368 -3.50158 -1.50735
C -2.39174 -5.85512 0.10864
C -3.36203 -5.61132 -0.85193
C -4.69468 -5.57232 -0.46392
N -5.10676 -5.75859 0.78942
C -4.16633 -5.98028 1.70469
C -2.80757 -6.04002 1.41760
H -0.22521 -3.99701 1.84877
H 0.25369 -1.59164 1.78777
H 0.36373 -1.61609 -2.38244
H -0.17950 -4.00018 -2.46332
H -3.08016 -5.44706 -1.88371
H -5.47040 -5.38389 -1.19848
H -4.51385 -6.11976 2.72299
H -2.08491 -6.22934 2.20036
N 1.63635 0.77300 -4.53578
C 2.44656 1.07363 -3.48080
S 2.71290 -0.05443 -2.26549
N 2.95437 2.31766 -3.52545
C 3.65926 3.04958 -2.53356
C 4.53784 2.47565 -1.62390
C 5.16662 3.28512 -0.68774
C 4.94774 4.65503 -0.66036
C 4.09297 5.22274 -1.59442
C 3.45357 4.42419 -2.52656
H 1.15945 -0.10657 -4.40913
H 1.00997 1.51755 -4.82007
H 2.50521 2.91355 -4.20643
H 4.71641 1.41201 -1.63712
H 5.82930 2.82671 0.03604
H 5.43559 5.27290 0.08185
H 3.90534 6.28885 -1.58745
H 2.75576 4.86364 -3.23141
*
```


DFT (ωB97M-V with the def2-TZVPD basis set) results for a 22-piece molecular cluster, C4H50I2NO22S overall in a non-equilibrium geometry.

electronic energy = -78522.615 eV
F_max = 6.11 eV/A
HOMO energy = -12.24 eV

ORCA input file:
```
! wB97M-V def2-TZVPD RIJCOSX def2/J DEFGRID3
* xyz 1 1
C 1.64139 1.24068 0.75940
C 0.01282 1.39161 0.74162
N -0.25496 2.85894 0.60986
S -1.92001 3.24295 0.39674
I -2.75086 3.64097 2.67091
C -2.89504 1.83746 -0.31514
C -3.36158 0.72062 0.73596
O -2.66921 -0.27880 1.06793
I -5.35111 0.80975 1.68696
H 2.05187 1.99724 -0.01677
H 1.92648 0.20538 0.36716
H 2.10416 1.51516 1.77720
H -0.34308 0.94529 1.74821
H -0.34598 0.75154 -0.13382
H 0.35526 3.31151 -0.08788
H -3.84304 2.26283 -0.82384
H -2.31660 1.28510 -1.14526
O -4.23525 2.09515 -2.97163
H -4.79078 1.54700 -3.54593
H -4.13101 2.92053 -3.46475
O 3.57110 1.14554 3.07447
H 4.09345 1.56008 3.77683
H 3.36184 0.26763 3.42624
O 4.20696 1.54444 5.87966
H 3.95185 0.63738 6.09293
H 3.81201 2.07050 6.58540
O 4.48739 -0.85348 0.59202
H 4.23225 -1.76150 0.80746
H 4.09318 -0.32583 1.29926
O -2.50352 0.78472 -4.92282
H -2.75968 1.02741 -4.02185
H -1.58447 1.07611 -4.99123
O -0.13623 2.14186 -2.56498
H -0.37815 2.38482 -1.66119
H 0.78427 2.42519 -2.64777
O -2.35061 -2.23357 -4.92956
H -2.62007 -2.58302 -5.78866
H -2.74835 -1.35345 -4.89910
O 1.98363 -0.29390 4.94254
H 1.25907 0.22744 4.57654
H 1.54312 -0.93508 5.51875
O -9.09795 0.32902 1.61571
H -9.31379 0.37983 0.67522
H -8.13448 0.37181 1.63736
O -0.01628 -3.85596 -6.69188
H -0.27464 -4.76139 -6.47950
H -0.41592 -3.32721 -5.98811
O -6.12288 -0.09216 -2.65922
H -5.77810 -0.28165 -1.77659
H -6.68969 -0.84872 -2.85643
O -3.71533 5.81839 -1.16131
H -3.28107 5.29023 -0.48054
H -4.58130 5.40243 -1.26516
O 6.36719 -1.53386 2.69736
H 6.13594 -1.48974 1.75796
H 7.33128 -1.47712 2.70345
O 7.86746 -3.18214 1.35379
H 7.34022 -3.45324 2.11747
H 8.24610 -4.00818 1.02583
O 1.14237 -1.07104 7.74258
H 1.66213 -0.65777 8.44317
H 0.93405 -1.94696 8.09204
O -2.57583 1.62666 -8.28018
H -2.22472 1.44256 -7.39923
H -3.13764 0.86567 -8.47146
O 4.53136 -3.96314 0.73130
H 4.62053 -4.89188 0.97561
H 5.30574 -3.79261 0.17700
O -7.61204 3.19445 0.64097
H -8.32361 3.72971 0.26709
H -8.07051 2.55826 1.20635
O -1.00736 -0.98358 -2.39588
H -1.55797 -1.53748 -2.97013
H -0.89976 -0.16335 -2.89462
O 6.56280 -4.88343 -1.30467
H 6.77056 -4.04693 -1.74097
H 6.51104 -5.51838 -2.02996
O 5.46023 -3.87162 4.12775
H 5.69532 -3.05345 3.66139
H 5.16400 -3.57020 4.99457
*
```


DFT (ωB97M-V with the def2-TZVPD basis set) results for a 2-piece molecular cluster, CH4O2 overall in a non-equilibrium geometry.

electronic energy = -5194.782 eV
F_max = 1.02 eV/A
expectation value of S² = 0.7531
energy relative to the best compared isomer or geometry (same formula, charge and spin) = 58.7 kJ/mol
HOMO energy (alpha / beta) = 0.98 / -2.43 eV

ORCA input file:
```
! wB97M-V def2-TZVPD RIJCOSX def2/J DEFGRID3
* xyz -1 2
O -0.42780 -1.70096 -0.13083
C -0.59873 -0.84510 -1.05974
H -0.56508 0.21567 -0.91690
H -0.74735 -1.14896 -2.10178
H 1.03642 1.90367 1.26223
H 0.26730 0.63371 1.71836
O 1.03524 0.94199 1.22866
*
```


DFT (ωB97M-V with the def2-TZVPD basis set) results for a 2-piece molecular cluster, C3Cl3F3 overall in a non-equilibrium geometry.

electronic energy = -48826.429 eV
F_max = 3.94 eV/A
energy relative to the best compared isomer or geometry (same formula, charge and spin) = 223.0 kJ/mol
HOMO energy = -9.20 eV

ORCA input file:
```
! wB97M-V def2-TZVPD RIJCOSX def2/J DEFGRID3
* xyz 0 1
C -0.59821 0.56294 1.27542
C 0.78585 -0.33817 -2.56900
C 0.34161 -0.39497 1.04128
F -1.60380 0.43166 2.05259
F -0.53941 1.68985 0.58952
F -0.42051 0.18037 -2.23749
Cl 0.65449 -1.84795 -3.14612
Cl 0.17119 -1.80345 2.04290
Cl 1.63128 -0.13504 -0.06306
*
```


DFT (ωB97M-V with the def2-TZVPD basis set) results for C18H14AgAsF6P as an isolated structure.

electronic energy = -109326.566 eV
F_max = 0.30 eV/A
expectation value of S² = 0.7601
energy relative to the best compared isomer or geometry (same formula, charge and spin) = 2.9 kJ/mol
HOMO energy (alpha / beta) = -8.66 / -9.63 eV

ORCA input file:
```
! wB97M-V def2-TZVPD RIJCOSX def2/J DEFGRID3
* xyz 0 2
Ag -1.10001 1.48851 1.45152
C 0.99742 1.70822 -4.53823
C -0.27656 1.24189 -4.25291
C -0.58288 0.79064 -2.97636
C 0.39093 0.80068 -1.98193
C 1.66834 1.28165 -2.26960
C 1.96825 1.73012 -3.54442
P 0.00512 0.25460 -0.30113
C 1.42430 -0.71991 0.24101
C 1.90286 -0.55107 1.53558
C 2.95961 -1.33048 1.98996
C 3.53546 -2.27179 1.15320
C 3.06509 -2.43792 -0.14573
C 2.01434 -1.66351 -0.60299
C -1.46500 -0.77161 -0.33794
C -1.84099 -1.91352 -1.04174
C -3.10084 -2.44069 -0.80540
C -3.96313 -1.84389 0.11587
C -3.59123 -0.70857 0.83008
C -2.33400 -0.20256 0.57414
H 1.23552 2.05712 -5.53436
H -1.03562 1.22588 -5.02376
H -1.57965 0.42841 -2.75833
H 2.43035 1.29380 -1.49942
H 2.96211 2.09651 -3.76504
H 1.45845 0.18704 2.19333
H 3.32830 -1.19569 2.99776
H 4.35786 -2.87826 1.50945
H 3.51978 -3.17055 -0.79933
H 1.65836 -1.78309 -1.61979
H -1.16973 -2.37993 -1.75319
H -3.42207 -3.32641 -1.33716
H -4.94238 -2.27468 0.28407
H -4.26334 -0.26429 1.55140
F 0.29842 2.75199 3.11568
As -0.87886 2.52724 4.42388
F -0.86477 0.82844 3.96587
F -2.12217 2.72284 3.14385
F -0.90220 4.21518 4.69619
F -2.12029 2.23624 5.56310
F 0.37485 2.26140 5.55281
*
```


DFT (ωB97M-V with the def2-TZVPD basis set) results for an isolated ion of composition C8H16NO and charge +1 in a non-equilibrium geometry.

structure (SMILES) = C#[N+][C@@](C)(O)CC(C)(C)C
electronic energy = -12085.111 eV
F_max = 3.14 eV/A
energy relative to the best compared isomer or geometry (same formula, charge and spin) = 171.5 kJ/mol
HOMO energy = -14.51 eV

ORCA input file:
```
! wB97M-V def2-TZVPD RIJCOSX def2/J DEFGRID3
* xyz 1 1
C 2.37883 -1.90718 -0.00822
N 1.94263 -0.85181 0.02372
C 1.37550 0.47910 -0.00304
C 2.35566 1.33724 0.80266
O 1.27492 0.83742 -1.31812
C 0.01086 0.37941 0.72033
C -1.20575 -0.15828 -0.06751
C -1.70176 0.88226 -1.07260
C -2.30798 -0.41233 0.96772
C -0.88711 -1.46631 -0.79126
H 2.76544 -2.89715 -0.03178
H 3.35694 1.29463 0.37522
H 2.00992 2.36868 0.77324
H 2.40006 1.02048 1.84093
H 2.04864 1.32570 -1.63414
H -0.22759 1.39329 1.04667
H 0.15708 -0.22784 1.61635
H -0.95429 1.08446 -1.83282
H -2.59705 0.51654 -1.56679
H -1.95287 1.81314 -0.57045
H -2.01719 -1.18879 1.67179
H -3.21627 -0.73402 0.46722
H -2.53412 0.49291 1.52518
H -0.53103 -2.22650 -0.09755
H -0.15192 -1.31066 -1.57728
H -1.79154 -1.84440 -1.25948
*
```


DFT (ωB97M-V with the def2-TZVPD basis set) results for the molecule C3H5N3O.

electronic energy = -9705.573 eV
F_max = 0.45 eV/A
energy relative to the best compared isomer or geometry (same formula, charge and spin) = 483.4 kJ/mol
HOMO energy = -8.12 eV

ORCA input file:
```
! wB97M-V def2-TZVPD RIJCOSX def2/J DEFGRID3
* xyz 0 1
N -1.69346 -0.38048 0.19229
C -0.30102 -0.04042 0.48886
C -0.07460 0.11578 1.83986
O 1.24437 0.38026 1.90096
N 1.85788 0.40488 0.64183
C 0.91624 0.13181 -0.22451
N 1.24107 -0.01915 -1.58121
H -2.23826 0.31181 -0.32936
H -1.86100 -1.30405 -0.21701
H -2.01839 -0.38235 1.18339
H 0.70033 0.58206 -2.19229
H 2.22686 0.19986 -1.70282
*
```


DFT (ωB97M-V with the def2-TZVPD basis set) results for the molecule C5H7NO2 in a non-equilibrium geometry.

structure (SMILES) = C=CC(=O)NCC=O
electronic energy = -10881.368 eV
F_max = 4.10 eV/A
energy relative to the best compared isomer or geometry (same formula, charge and spin) = 217.0 kJ/mol
HOMO energy = -9.46 eV

ORCA input file:
```
! wB97M-V def2-TZVPD RIJCOSX def2/J DEFGRID3
* xyz 0 1
C 2.31355 -1.32509 -0.22412
C 1.57018 -0.41483 -0.84701
C 1.05062 0.70630 0.04031
O 1.87976 1.57963 0.42210
N -0.25616 0.86661 0.39000
C -1.35831 -0.05411 0.62429
C -2.62534 0.43781 -0.17762
O -3.50875 -0.34485 -0.37910
H 2.95668 -2.00248 -0.87006
H 2.40196 -1.56151 0.80790
H 1.54990 -0.20062 -1.94041
H -0.51864 1.77054 0.86928
H -1.05786 -1.02538 0.21779
H -1.73316 0.18645 1.65954
H -2.66444 1.38152 -0.59289
*
```


DFT (ωB97M-V with the def2-TZVPD basis set) results for C18H18F3IN2O2S2Zr as an isolated structure in a non-equilibrium geometry.

electronic energy = -65164.570 eV
F_max = 5.98 eV/A
HOMO energy = -17.96 eV

ORCA input file:
```
! wB97M-V def2-TZVPD RIJCOSX def2/J DEFGRID3
* xyz 4 1
N -3.23018 -2.79870 3.49340
C -2.45922 -1.60384 4.06387
C -2.18205 -0.44226 2.90791
O -3.15807 0.65190 3.22153
C -0.60908 0.04568 3.02505
C 0.25072 -0.15044 1.62941
C 0.34235 -1.58442 0.78539
S -0.53762 -3.13019 1.38214
C 1.21307 -1.71880 -0.62986
C 1.28972 -3.11609 -1.52788
C -0.12102 -3.16865 -2.40904
O -0.70480 -4.52252 -2.21916
C 0.06464 -2.74680 -3.98217
F 0.31973 -3.90191 -4.88978
F -1.18863 -2.07182 -4.48886
F 1.15115 -1.71707 -4.18647
C 2.06779 -0.41763 -1.22177
C 1.99579 1.02466 -0.40452
C 1.07934 1.11806 0.99158
S 1.04886 2.85768 1.78224
C 0.94845 3.98669 0.24357
C -0.00104 5.33163 0.17552
C -0.00204 6.16862 -1.25044
C 0.93368 5.66937 -2.53347
C 1.89341 4.32691 -2.44336
I 3.18046 3.57094 -4.05845
C 1.88395 3.46361 -1.04056
N 2.75139 2.22725 -0.92358
H -3.66968 -3.29526 4.29994
H -3.93835 -2.47283 2.79178
H -1.44566 -2.05430 4.49150
H -3.00170 -1.12114 5.01005
H -2.42981 -0.86226 1.83156
H -4.09559 0.25767 3.11966
H -0.64570 1.16934 3.40373
H -0.00032 -0.54037 3.86810
H 0.50694 -3.91059 1.97456
H 2.19927 -3.06657 -2.27188
H 1.35983 -4.07431 -0.82567
H -0.86847 -2.40768 -1.90981
H -1.54731 -4.44858 -1.66596
H 2.68925 -0.48768 -2.21107
H -0.68256 5.68168 1.08398
H -0.66604 7.13822 -1.44291
H 0.93859 6.24714 -3.57118
H 3.50200 2.40386 -0.19087
Zr 3.57459 -1.50820 -3.27774
*
```


DFT (ωB97M-V with the def2-TZVPD basis set) results for an isolated ion of composition C7H11N3O2 and charge +2 in a non-equilibrium geometry.

structure (SMILES) = O=C1ON=C/[N+]1=C/[C@@H]1CC[NH2+]C1
electronic energy = -15981.219 eV
F_max = 6.02 eV/A
energy relative to the best compared isomer or geometry (same formula, charge and spin) = 0.0 kJ/mol
HOMO energy = -18.98 eV

ORCA input file:
```
! wB97M-V def2-TZVPD RIJCOSX def2/J DEFGRID3
* xyz 2 1
O 0.25701 -2.27027 -1.30920
C 1.33050 -2.21248 -0.91376
O 2.36460 -3.00566 -1.04881
N 3.51751 -2.33362 -0.75279
C 3.25228 -1.18176 -0.30990
N 1.86108 -0.95255 -0.25555
C 1.25327 0.17999 -0.01170
C -0.16607 0.35286 -0.33614
C -0.70008 1.82056 -0.33369
C -1.85636 1.76054 0.68170
N -2.33312 0.29189 0.80613
C -1.15715 -0.54928 0.57376
H 3.92964 -0.34703 0.00930
H 1.69732 1.07341 0.23366
H -0.45870 -0.11366 -1.27310
H -0.93585 1.98397 -1.29574
H 0.17307 2.39802 0.10406
H -1.45848 2.15436 1.71704
H -2.60471 2.58953 0.35878
H -2.71874 0.06583 1.70854
H -3.13419 0.30052 0.17893
H -1.44632 -1.32077 -0.01041
H -0.66651 -0.68439 1.47887
*
```


DFT (ωB97M-V with the def2-TZVPD basis set) results for a 2-piece molecular cluster, C5H7NO overall.

structure (SMILES) = C=C1C=NC(=O)C1.[H][H]
electronic energy = -8834.357 eV
F_max = 0.57 eV/A
energy relative to the best compared isomer or geometry (same formula, charge and spin) = 178.1 kJ/mol
HOMO energy = -9.96 eV

ORCA input file:
```
! wB97M-V def2-TZVPD RIJCOSX def2/J DEFGRID3
* xyz 0 1
C -1.23570 -1.57490 0.96566
C -0.79726 -0.59073 0.18549
C -1.52922 0.66350 -0.07767
N -0.91013 1.55112 -0.76414
C 0.38996 1.01391 -1.06952
O 1.25271 1.64063 -1.62321
C 0.49171 -0.43136 -0.56720
H -0.64758 -2.46902 1.15371
H -2.20378 -1.50830 1.45706
H -2.53909 0.84017 0.29252
H 1.39025 -0.56337 0.04094
H 0.56697 -1.10512 -1.42797
H 3.00487 1.12289 1.03894
H 2.76629 1.41057 0.39539
*
```


DFT (ωB97M-V with the def2-TZVPD basis set) results for a 2-piece molecular cluster, C5H14 overall in a non-equilibrium geometry.

structure (SMILES) = CCC.CC
electronic energy = -5410.283 eV
F_max = 4.01 eV/A
energy relative to the best compared isomer or geometry (same formula, charge and spin) = 170.5 kJ/mol
HOMO energy = -10.85 eV

ORCA input file:
```
! wB97M-V def2-TZVPD RIJCOSX def2/J DEFGRID3
* xyz 0 1
C 2.31562 -0.04761 1.31464
C 1.33357 -0.11809 0.07691
C 1.93605 0.88506 -0.90613
H 2.98631 0.94916 1.42418
H 3.05921 -0.79738 1.21947
H 2.05344 -0.25897 2.32897
H 1.34375 -1.18798 -0.24186
H 0.20152 0.35211 0.44489
H 3.06523 0.73035 -1.22344
H 1.49658 1.06415 -1.91227
H 2.02613 1.91574 -0.41200
C -2.41795 -0.39561 0.43188
C -2.95808 -0.46226 -1.04376
H -1.93878 -1.34404 0.76432
H -1.73697 0.47756 0.69706
H -3.30496 -0.30823 1.15234
H -3.53205 0.49073 -1.25957
H -3.68840 -1.20649 -1.06025
H -2.24026 -0.73820 -1.79538
*
```